The following is a quantum chemistry calculation of a cluster of 8 separate species, C44H43F6N9 in total at a distorted geometry, from the OMol25 dataset.

Atoms and positions in Å:
C -4.776 4.056 -0.569
N 1.317 3.997 0.056
H 2.041 7.093 1.166
H -8.129 3.636 -0.632
C 4.001 -7.749 -1.611
C -11.858 1.253 -3.421
C -1.676 0.466 0.127
C -1.716 1.650 -0.788
H -9.843 1.756 -0.762
H 7.292 -8.441 -1.286
H 7.475 -0.174 -0.704
C 1.459 1.010 3.948
C 3.164 4.923 -1.166
H 3.906 4.799 -1.944
H -12.284 0.476 -4.043
F -2.208 -0.589 -0.585
C -0.178 0.132 0.427
N 4.636 -0.757 2.308
H 3.841 -3.720 3.701
H -12.789 2.879 -4.482
F -0.266 0.176 5.443
C 8.398 1.203 -2.078
H 9.366 0.720 -2.059
C -1.769 -4.497 -1.088
H 4.939 2.761 -2.009
H 3.602 -1.257 3.999
N -5.900 5.921 0.442
N -1.758 -5.561 -1.895
H 1.597 -0.558 2.476
C 4.958 -3.492 1.872
C 5.211 -8.385 -1.839
C 5.937 2.337 -2.051
H 5.280 -9.193 -2.557
H 8.971 2.747 -3.458
H -0.821 -4.257 -0.621
H 2.271 2.983 -1.449
C -11.567 3.541 -2.844
C -5.992 3.443 -0.829
C 8.176 2.329 -2.854
H 7.034 -6.577 0.349
H 3.786 6.902 -0.607
H -4.984 -3.509 -1.301
C 4.268 -3.033 2.983
C -11.021 0.931 -2.367
C 2.256 3.913 -0.890
F 1.382 -0.512 7.314
C 0.407 0.979 1.596
H 2.541 0.791 3.937
C 6.919 2.911 -2.843
C -7.059 5.314 0.181
H -2.869 -6.753 -3.136
H -11.757 4.597 -3.002
C -4.081 -4.084 -1.468
C 1.270 5.129 0.762
C 7.347 0.707 -1.324
H -2.848 -2.881 -0.174
C 2.128 6.199 0.564
C 5.484 -2.569 0.982
H -7.947 5.853 0.495
F 0.891 1.896 6.036
H -2.269 0.599 1.038
H 5.082 -4.553 1.699
H 0.499 5.168 1.524
H 6.027 -2.889 0.102
C -0.119 -1.355 0.668
H 3.105 -8.043 -2.140
C 3.967 -6.720 -0.684
N -1.942 2.569 -1.374
C -7.161 4.082 -0.447
C -10.501 1.962 -1.600
F 3.115 0.202 6.270
C 6.330 -7.971 -1.135
F 1.906 -1.385 5.429
H 6.705 3.790 -3.436
H 1.287 1.527 1.233
C 3.095 6.089 -0.422
H -0.051 -0.441 3.144
C 1.905 -0.262 6.131
H 0.382 0.347 -0.494
H -3.860 5.804 0.294
H -0.352 1.732 1.866
C -2.897 -3.730 -0.840
C 0.964 0.715 5.372
H 1.386 2.090 3.754
N -10.759 3.255 -1.821
H 5.693 -0.460 0.579
C 0.826 0.141 2.835
H -3.842 3.591 -0.853
C 5.298 -1.220 1.245
C -4.091 -5.183 -2.311
N 6.127 1.253 -1.298
H -10.775 -0.099 -2.142
C 6.186 -6.934 -0.227
C 4.136 -1.664 3.152
H -4.995 -5.490 -2.820
H -6.028 2.480 -1.324
C -12.140 2.586 -3.668
C -4.786 5.287 0.067
N 5.032 -6.306 0.007
H 3.043 -6.190 -0.474
N -0.077 -2.352 1.167
C -2.909 -5.884 -2.488

Forces on atoms 1 to 2 (eV/Å):
C -0.04 -0.03 0.02
N 0.21 0.15 -0.04

- HOMO energy: -9.37 eV
- Calculated total energy: -2794.385600 hartree
- 2S+1: 1
- Net charge: 0
- Kohn-Sham gap: 9.863 eV
- Largest force on an atom: 5.47 eV/A

Results of the Mulliken charge analysis, in e, for atoms 1 through 5:
1. C -0.20
2. N -0.20
3. H 0.38
4. H 0.26
5. C -0.63

The following is a quantum chemistry calculation of a structure of composition C17H18ClNO4Zr, from the OMol25 dataset.

Atoms and positions in Å:
O 0.641 -0.728 0.328
H -2.077 -5.778 0.928
O -1.432 2.694 1.103
C 1.209 -4.861 0.944
C 1.266 3.151 1.781
H 1.938 -2.873 0.687
H 2.334 2.486 -2.213
H 2.073 1.515 -3.654
H 2.423 0.707 -2.139
N 1.354 1.892 0.946
H 2.069 2.038 0.236
C -1.663 0.229 -2.317
C 0.064 -5.657 1.012
H 2.232 3.356 2.236
C 1.065 -3.509 0.736
C 0.162 3.034 2.864
Zr -0.670 0.935 0.124
C -0.304 2.624 -1.918
H 2.183 -5.315 1.060
C 1.898 1.557 -2.577
Cl 0.242 -7.339 1.263
C -2.375 1.369 -1.917
H 1.716 1.130 1.523
C -1.360 -3.773 0.660
O -1.519 -0.976 0.235
H -0.193 4.029 3.122
C -1.217 -5.126 0.868
H -2.346 -3.342 0.559
C -0.219 -2.960 0.593
H -2.222 3.456 -1.415
C -0.860 2.228 2.160
C -1.691 2.569 -1.735
H 0.216 3.563 -1.768
H 0.261 -0.599 -2.794
C -0.362 -1.555 0.388
H -2.180 -0.711 -2.450
H -3.445 1.319 -1.759
C -0.285 0.291 -2.503
H 0.509 2.511 3.751
H 1.021 3.962 1.099
C 0.422 1.494 -2.325
O -0.875 0.962 2.278

Forces on atoms 1 to 2 (eV/Å):
O -0.11 0.06 0.01
H 0.00 0.00 0.00

- HOMO energy: -14.63 eV
- Calculated total energy: -1521.203987 hartree
- 2S+1: 1
- Net charge: +2
- Energy above the lowest of the compared OMol25 structures with the same formula, charge and spin: 0.4 kcal per mole
- Kohn-Sham gap: 6.787 eV
- Largest force on an atom: 0.43 eV/A

Results of the Mulliken charge analysis, in e, for atoms 1 through 5:
1. O -0.81
2. H 0.44
3. O -0.61
4. C -0.86
5. C -0.52

The following is a quantum chemistry calculation of a structure of composition C12H13ClIrN8O3 at a distorted geometry, from the OMol25 dataset.

Atoms and positions in Å:
N 0.345 0.629 -2.528
C -0.415 1.269 -3.143
H 2.611 1.171 -1.355
H -1.022 2.331 1.225
N -2.317 3.135 -5.509
C 2.148 0.892 -0.416
H 3.026 -3.655 -0.993
H -3.676 3.308 -1.122
N -0.690 -0.871 0.895
O -1.262 -3.080 1.053
Ir 0.220 0.245 -0.571
H -2.085 -2.316 2.579
C 2.271 -0.484 0.049
O -0.182 -2.326 -0.659
H 2.190 1.693 0.317
H 0.313 2.088 2.191
H -2.378 -1.014 3.703
C 2.759 -2.850 -0.324
C -2.138 2.326 -1.991
C 2.264 -2.042 1.922
Cl 2.923 -1.298 -2.486
H 2.162 -2.246 2.979
O -1.635 1.834 -0.962
N -3.207 3.104 -1.991
C -1.950 2.640 -4.534
N -0.731 -2.203 0.424
N -0.410 1.635 1.642
H 2.715 -4.085 1.406
C 2.615 -1.565 -0.820
C -1.286 -0.539 2.062
N -1.136 0.746 2.439
C -1.498 2.085 -3.332
C 2.116 -0.770 1.438
C 2.581 -3.079 1.030
H -1.591 1.080 3.277
N -1.976 -1.347 2.840
H 1.902 0.052 2.107
H -3.576 3.508 -2.840

Forces on atoms 1 to 2 (eV/Å):
N 0.39 -0.68 1.10
C -0.97 0.98 -0.31

- HOMO energy (spin up / spin down): -15.04 / -14.63 eV
- Calculated total energy: -1692.567578 hartree
- 2S+1: 2
- Net charge: +2
- ⟨S²⟩: 0.806
- Energy above the lowest of the compared OMol25 structures with the same formula, charge and spin: 19.1 kcal per mole
- Kohn-Sham gap (spin up / spin down): 6.266 / 5.513 eV
- Largest force on an atom: 1.99 eV/A

Results of the Mulliken charge analysis, in e, for atoms 1 through 5:
1. N -0.45
2. C 0.65
3. H 0.48
4. H 0.29
5. N -0.31

The following is a quantum chemistry calculation of a structure of composition C3H4CsLiO5 at a distorted geometry, from the OMol25 dataset.

Atoms and positions in Å:
O 3.749 -1.711 -3.413
O -4.794 0.494 4.295
C -3.815 0.421 3.481
H 2.917 -1.917 -1.577
H 3.588 0.834 -2.572
C 3.189 -1.268 -2.441
O 2.168 0.477 -1.094
O -4.102 0.365 2.198
Li -6.599 -0.240 2.591
O -2.596 0.515 3.827
C 2.737 0.173 -2.341
Cs -1.241 0.944 0.536
H 2.832 0.578 -0.379
H 1.967 0.337 -3.112

Forces on atoms 1 to 2 (eV/Å):
O -0.22 0.27 0.57
O -1.22 -0.72 0.15

- HOMO energy: -5.54 eV
- Calculated total energy: -520.558239 hartree
- 2S+1: 1
- Net charge: 0
- Energy above the lowest of the compared OMol25 structures with the same formula, charge and spin: 24.7 kcal per mole
- Kohn-Sham gap: 4.866 eV
- Largest force on an atom: 2.53 eV/A

Results of the Mulliken charge analysis, in e, for atoms 1 through 5:
1. O -0.46
2. O -0.83
3. C 0.68
4. H 0.30
5. H 0.25